C7H14N | ωB97M-V/def2-TZVPD

```
22
Properties=species:S:1:pos:R:3:forces:R:3:nbo_charge:R:1
C 2.5504 0.5390 0.9576 0.5334 -0.6468 2.2841 -0.7335
C 1.5985 0.6648 -0.1632 0.0391 -0.8526 -1.7597 0.5126
N 2.2338 0.2544 -1.2388 -0.1173 0.0992 -2.6761 -0.6666
C 0.2136 1.2909 -0.3096 -0.7682 0.7920 1.4583 -0.5181
C -1.4872 0.9136 0.0523 3.4853 4.6008 0.2966 -0.1200
C -1.5750 -0.0343 1.1743 3.2868 -1.4029 1.1761 -0.4241
C -2.1542 -0.3179 -0.1541 -2.4927 -3.8791 -2.6023 -0.2657
C -1.4768 -1.4170 -1.0454 2.4177 -0.0343 3.1705 -0.5860
H 3.4568 1.1604 0.8829 -0.6019 0.4531 -0.2809 0.2836
H 3.0258 -0.4717 0.8437 -0.7827 0.6176 0.5994 0.2696
H 2.1559 0.6854 1.9940 0.1221 -0.2119 -1.0506 0.2751
H 1.8200 0.1145 -2.2224 0.4623 0.6392 2.2379 0.4438
H 3.2798 0.1920 -1.2404 -1.4553 -0.3335 0.2157 0.4298
H 0.2944 1.7503 -1.2764 -0.4163 0.1408 -0.6569 0.2380
H 0.3388 2.1342 0.4288 -0.3209 -0.6248 -0.5835 0.2655
H -1.9416 1.9608 0.0493 0.4486 -1.7894 -0.0056 0.2551
H -2.0205 0.1255 2.1164 -1.2919 0.3649 0.4584 0.2478
H -0.5219 -0.5127 1.4312 -2.2767 0.5965 -0.8407 0.1904
H -3.3096 -0.3774 -0.3126 2.1935 0.7093 0.6068 0.2716
H -1.2415 -2.3424 -0.3877 -0.4351 1.4549 -1.2420 0.2275
H -0.5086 -1.0106 -1.4156 -0.1722 -0.2229 0.6419 0.1715
H -1.8744 -1.7237 -1.9497 -1.8576 -0.4702 -1.4473 0.2319
```
Forces are in eV/Å.

Properties
Charge: +1
Gap between HOMO and LUMO in eV: 9.35
Structure (SMILES): CC(=[NH2+])C[C@@H]1C[C@@H]1C
2S+1: 1
HOMO in eV: -14.14
LUMO level in hartree: -0.176
Energy relative to the best compared isomer or geometry (same formula, charge and spin) in eV: 2.925

C7H14N | ωB97M-V/def2-TZVPD

```
22
Properties=species:S:1:pos:R:3:forces:R:3:lowdin_spin:R:1
C 2.2734 0.2968 1.7677 0.2276 0.1335 0.1834 0.0499
C 0.8318 -0.0092 1.3073 0.5603 0.3689 -0.9977 0.1283
C 0.7878 -0.3361 -0.2135 -0.4223 0.0118 0.0405 0.0069
C -0.5685 -0.7783 -0.7625 0.3490 0.6899 1.5220 0.0011
C -0.9145 -2.0971 -0.8240 -0.1447 0.1112 -0.1724 0.0038
C -1.2068 1.3277 -2.0443 -0.6542 0.8959 0.6542 0.0001
C -1.5195 0.1236 -1.2820 0.4411 -1.5040 -1.7878 -0.0022
N -0.0232 1.0638 1.6846 -1.1170 -1.7013 0.3970 0.7003
H 2.6472 1.1978 1.2759 -0.1313 -0.0808 -0.0367 0.0023
H 2.3180 0.4529 2.8439 0.0156 -0.0603 0.0479 0.0002
H 2.9263 -0.5319 1.5051 -0.0796 -0.0970 0.0496 0.0028
H 0.4926 -0.9067 1.8718 -0.1106 0.2039 0.2758 0.0701
H 1.1430 0.5389 -0.7533 0.2241 0.0011 -0.1073 0.0022
H 1.4981 -1.1483 -0.3477 0.1487 0.0870 -0.1398 -0.0004
H -1.9092 -2.4059 -1.1351 0.0734 -0.0939 0.1161 0.0002
H -0.1570 -2.8613 -0.6629 -0.1805 -0.0739 -0.0551 0.0003
H -0.5205 1.0800 -2.8658 0.0456 -0.2250 0.0432 -0.0002
H -0.6793 2.0915 -1.4601 0.1571 -0.0408 -0.0057 0.0002
H -2.5070 -0.3231 -1.4030 -0.1610 0.3513 0.1258 -0.0001
H -0.1742 1.2333 2.6847 0.4686 0.4775 -0.0360 0.0151
H -0.8849 1.1769 1.1470 0.1831 0.6097 -0.0755 0.0191
H -2.1059 1.7890 -2.4518 0.1069 -0.0645 -0.0416 0.0001
```
Forces are in eV/Å.

Properties
Charge: +2
Gap between HOMO and LUMO (spin up / spin down) in eV: 9.21 / 7.67
2S+1: 2
HOMO (spin up / spin down) in eV: -19.89 / -19.91
LUMO level (spin up / spin down) in hartree: -0.393 / -0.450
Energy relative to the best compared isomer or geometry (same formula, charge and spin) in eV: 2.335

C7H14N2 | ωB97M-V/def2-TZVPD

```
23
Properties=species:S:1:pos:R:3:forces:R:3:nbo_charge:R:1
C 0.2155 -1.5420 1.0508 -0.0661 0.4346 0.0700 -0.6365
C 0.2543 -0.7311 -0.2246 1.1742 -0.7590 -0.6191 -0.1432
C -0.5712 -1.2838 -1.3639 0.1647 0.2977 0.1565 -0.6372
C 1.3049 0.0973 -0.4696 -1.5226 0.2613 0.1753 0.2285
C 2.1233 0.6624 0.6318 -0.5731 0.4915 0.6150 -0.6829
N 1.5329 0.6766 -1.7159 -0.0235 -0.3368 -0.1614 -0.8136
H -0.7338 -2.0679 1.1418 -0.0557 -0.0481 0.0525 0.2009
H 0.3273 -0.9021 1.9247 -0.0050 -0.0475 0.1606 0.2182
H 1.0134 -2.2893 1.0814 -0.0367 -0.0648 0.0222 0.2102
H -0.9041 -0.5000 -2.0471 -0.1336 0.0115 -0.1029 0.1915
H -1.4503 -1.8004 -0.9845 -0.1219 0.0070 -0.0403 0.2071
H 0.0009 -2.0042 -1.9512 0.0000 -0.1056 -0.1230 0.2137
H 1.4387 1.3785 1.1858 1.1017 -0.5990 -0.5510 0.2726
H 2.4233 -0.0973 1.3464 0.1744 -0.0668 0.0335 0.2233
H 3.0030 1.1735 0.2484 0.0721 0.0699 0.0970 0.2104
H 0.8008 0.5700 -2.4014 0.0634 0.0024 0.0511 0.3735
H 1.9019 1.6089 -1.6874 0.0947 0.1930 0.0003 0.3756
C -2.5132 0.9748 0.5185 -0.1505 -0.6791 -0.3360 -0.7209
C -1.2220 1.4513 0.9733 0.3401 1.5140 1.1681 0.3221
N -0.4232 2.0826 1.5249 -0.5861 -0.5894 -0.5186 -0.3704
H -2.6217 1.1551 -0.5505 -0.0493 -0.0754 0.0284 0.2511
H -2.5865 -0.0984 0.7088 -0.0803 0.0798 -0.1267 0.2518
H -3.3142 1.4854 1.0594 0.2191 0.0087 -0.0517 0.2544
```
Forces are in eV/Å.

Properties
Gap between HOMO and LUMO in eV: 8.20
Structure (SMILES): CC(C)=C(C)N.CC#N
2S+1: 1
HOMO in eV: -7.47
LUMO level in hartree: 0.027
Energy relative to the best compared isomer or geometry (same formula, charge and spin) in eV: 1.012

C7H14N2 | ωB97M-V/def2-TZVPD

```
23
Properties=species:S:1:pos:R:3:forces:R:3:nbo_charge:R:1
C 2.6759 -0.5841 0.1415 -0.3407 -0.1323 0.1147 -0.6073
C 1.1563 -0.5778 -0.0658 0.2218 0.1902 0.1618 0.1087
C 0.4563 -0.6283 1.2953 0.1296 0.2978 -0.3522 -0.6042
C 0.7512 0.6953 -0.8287 0.1453 -0.2164 0.2401 -0.6197
N 0.8008 -1.7964 -0.7833 -0.0401 -0.1772 -0.0818 -0.8462
H 2.9691 -1.5042 0.6495 0.0235 0.0315 -0.0176 0.2176
H 3.1922 -0.5387 -0.8153 0.0893 0.0146 -0.1127 0.2013
H 2.9865 0.2662 0.7461 0.0574 0.0948 0.0086 0.2028
H -0.6228 -0.6670 1.1622 -0.0630 -0.0218 0.0676 0.1961
H 0.7685 -1.5109 1.8319 0.0729 -0.3253 0.1885 0.2189
H 0.7072 0.2501 1.8892 -0.0352 0.0722 0.0371 0.2015
H -0.3129 0.6840 -1.0409 -0.1247 0.0215 -0.0595 0.1998
H 1.2868 0.7515 -1.7739 0.0584 0.0140 -0.1354 0.2046
H 0.9859 1.5867 -0.2487 0.0135 0.1344 0.0361 0.2006
H 1.2329 -1.8019 -1.7012 -0.0551 -0.0259 -0.0016 0.3507
H -0.2049 -1.8484 -0.9176 0.0777 -0.0042 -0.0824 0.3736
C -2.6262 2.0736 0.1147 -0.0016 0.0222 -0.0516 -0.2710
C -2.8490 0.8159 0.4664 -0.2642 0.5802 0.7362 -0.3377
C -2.6350 -0.2683 -0.4044 0.0177 -0.5176 -0.5896 0.2612
N -2.4515 -1.1600 -1.1026 0.0009 -0.2329 -0.1647 -0.3166
H -2.7873 2.8844 0.8026 -0.0635 0.0921 0.1864 0.2100
H -2.2758 2.3327 -0.8700 0.0720 -0.0155 -0.1756 0.2103
H -3.2044 0.5457 1.4529 0.0082 0.1035 0.0478 0.2449
```
Forces are in eV/Å.

Properties
Gap between HOMO and LUMO in eV: 9.09
Structure (SMILES): CC(C)(C)N.C=CC#N
2S+1: 1
HOMO in eV: -8.93
LUMO level in hartree: 0.006
Energy relative to the best compared isomer or geometry (same formula, charge and spin) in eV: 0.940

C7H14N2 | ωB97M-V/def2-TZVPD

```
23
Properties=species:S:1:pos:R:3:forces:R:3:nbo_charge:R:1
C -0.3894 -1.5435 1.6814 0.1408 1.2305 0.1670 -0.4492
C -0.0434 -1.3566 -1.2591 -0.0345 -0.3353 0.0340 -0.6914
C 0.9676 -2.0165 2.1277 -0.0005 -0.0611 0.0746 -0.6425
C -0.1488 0.4201 0.7507 -0.2350 -2.9973 2.1807 0.3043
C -0.1583 1.5399 -1.4805 -0.2877 -1.0586 0.0371 0.0501
C -0.1612 -0.3118 -0.2440 0.1876 2.6789 -2.3638 0.1401
N -0.2849 1.4002 1.6375 -0.0009 0.4429 0.0225 -0.8254
N 0.9080 1.6242 -2.3602 0.0642 0.1266 -0.1928 -0.8718
C -1.3114 2.2004 -1.6275 0.1576 0.0138 -0.0344 -0.6364
H -0.9787 2.0993 1.4060 0.0898 -0.0024 -0.0766 0.4148
H 0.5708 1.7841 2.0123 -0.0817 -0.0328 -0.0569 0.3992
H 0.8727 2.3509 -3.0741 0.0200 -0.0686 0.1589 0.3506
H 1.8258 1.5229 -1.9560 -0.0694 0.0139 -0.0359 0.3692
H -0.9925 -1.0833 2.4588 0.0127 -0.0988 0.1194 0.1967
H -0.9785 -2.2822 1.1440 0.0398 0.0940 -0.1923 0.1858
H 0.5174 -2.2132 -0.8808 -0.0395 0.0114 0.0520 0.2319
H -1.0394 -1.6938 -1.5525 0.0362 0.0041 0.0183 0.2441
H 0.4544 -0.9574 -2.1424 -0.0128 0.0374 0.1054 0.2670
H -2.1588 2.0055 -0.9805 -0.0178 -0.0784 -0.0156 0.1854
H -1.4709 2.9453 -2.4123 0.0541 0.0424 0.0691 0.1701
H 0.9035 -2.8679 2.8186 0.0035 0.0278 -0.0638 0.2087
H 1.5825 -2.3395 1.2829 -0.0057 0.0263 0.0256 0.1978
H 1.5134 -1.2269 2.6502 -0.0208 -0.0167 -0.0323 0.2008
```
Forces are in eV/Å.

Properties
Gap between HOMO and LUMO (spin up / spin down) in eV: 7.01 / 7.01
2S+1: 1
HOMO (spin up / spin down) in eV: -6.20 / -6.20
LUMO level (spin up / spin down) in hartree: 0.030 / 0.030
Energy relative to the best compared isomer or geometry (same formula, charge and spin) in eV: 7.126